(1)
Entry from OMol25: a molecular structure, C18H49BrN7O6P2S3 at a distorted geometry (ωB97M-V with the def2-TZVPD basis set).

Element x y z (Å)
Br -1.38121 0.10967 0.45040
S 1.40350 2.29158 -1.84924
S 1.90490 5.92707 3.35865
S 3.08199 1.90650 0.29374
P -6.58504 0.74259 -2.99853
P 5.62391 -3.70877 3.49618
O 1.21205 3.62319 -1.30112
O 4.83434 -4.84343 4.11022
O -5.26609 1.17070 -2.40304
O 1.69298 2.36977 -3.26384
O 3.93300 3.07559 0.25589
O 3.83217 0.79769 0.86749
N 6.43957 -3.23946 4.96346
N -8.21741 0.11242 -3.22307
N -7.12768 2.33836 -3.41953
N 6.66957 -4.65749 2.49613
N -5.97195 -0.07058 -4.39230
N 2.57432 1.38754 -1.16936
N 6.09775 -2.20362 2.72822
C -6.64984 3.40872 -2.54590
C 7.97284 -4.25909 2.00296
C 5.16608 -1.90380 1.60072
C -5.13452 -1.23309 -4.09725
C 1.51206 3.72826 1.75080
C -7.13849 2.80606 -4.79257
C -8.36406 -1.15160 -2.45383
C -0.16491 1.36114 -1.81015
C 5.68942 -3.46842 6.19333
C 6.14759 -0.97106 3.53568
C -1.06217 1.74581 -0.61904
C -6.68791 -0.30744 -5.63040
C 7.83756 -3.54119 5.19012
C 5.98571 -5.42865 1.46122
C -2.41052 2.33172 -1.07059
C -9.36587 0.95350 -2.84298
C 2.18744 4.14736 3.07561
C 1.74713 2.22890 1.47214
H 8.63439 -3.91336 2.79219
H -10.28299 0.35952 -2.87951
H 4.16124 -1.68158 1.96090
H -7.12137 0.59693 -6.04667
H -6.15410 2.72868 -5.27124
H 0.12344 0.31359 -1.81737
H -7.31089 4.27606 -2.62641
H -9.31003 -1.63957 -2.68888
H -0.67941 1.66393 -2.72241
H -5.62893 3.72012 -2.79217
H 8.47797 -5.12559 1.56677
H -7.45721 3.84977 -4.83648
H 0.56569 6.08792 3.28357
H -2.83959 1.78660 -1.90789
H -6.66562 3.09630 -1.50276
H 1.87702 3.52332 3.91422
H 3.26048 4.06480 2.88521
H 6.07382 -2.82251 6.98846
H -0.58876 2.52000 -0.01757
H 5.23565 -0.81496 4.11444
H 1.97529 4.34553 0.98401
H 5.51726 -1.05475 1.01959
H -8.31930 -0.97574 -1.37508
H 0.43422 3.91492 1.78138
H 7.92612 -3.48228 1.22844
H 6.99952 -0.96838 4.21046
H -9.26596 1.36715 -1.83706
H 5.03649 -5.82034 1.82570
H 2.06591 1.76134 2.40811
H 6.28448 -0.11038 2.87805
H 5.77966 -4.82116 0.56885
H -5.73777 -2.13364 -3.91007
H -2.20669 3.38239 -1.30697
H 8.14158 -3.21509 6.18796
H 4.63893 -3.21401 6.06126
H -7.88140 2.26812 -5.38710
H 8.05758 -4.61385 5.09892
H 5.74773 -4.51135 6.52759
H -5.98983 -0.66476 -6.39120
H -4.51276 -1.05839 -3.21960
H -7.57036 -1.85780 -2.70765
H 0.84883 1.69733 1.16623
H -3.05990 2.34790 -0.19309
H 6.58999 -6.28534 1.15204
H -9.51482 1.76800 -3.54510
H -7.48375 -1.05907 -5.53635
H -4.46156 -1.44746 -4.92946
H 5.09308 -2.75130 0.91325
H 8.47841 -2.97400 4.51026

Cartesian forces (eV/Å) of the 2 atoms listed first:
0.030 0.329 0.169
1.539 0.550 -1.852

Its net charge is -1. As for the energy: -163300.93674 eV. For the max |F|, the calculation gives 7.04 eV/Å. The LUMO energy comes out at 1.28 eV.



(2)
Entry from OMol25: 6 unconnected molecules or ions with the total composition C18H49FNO16S5 (ωB97M-V with the def2-TZVPD basis set).

Element x y z (Å)
S 5.64859 9.43451 4.62496
S 2.19162 -0.17676 -1.64464
S -0.26529 -7.42290 -3.28100
S 2.43410 3.50240 4.54497
S -4.48029 0.21798 0.64268
F -2.67198 -2.67549 -2.58355
O 0.71135 0.16241 -2.13753
O 2.58015 -1.41848 -2.24658
O -1.44793 -6.61024 -3.48648
O -4.23074 -6.52368 -3.91760
O 6.77862 9.40103 5.49902
O 3.81622 3.88269 4.54068
O 2.25585 -0.03895 -0.22352
O 4.62178 8.28961 5.02724
O 5.84808 9.38921 3.20751
O 1.01086 -6.49646 -3.30737
O -5.76240 1.03192 0.18203
O 1.91303 2.74818 5.64112
O 2.11605 2.75569 3.18006
O -0.23463 -8.28206 -2.14709
O -4.61130 -1.15204 0.23640
O -3.31019 0.94454 0.24714
N -3.16027 -3.42865 -3.62041
C 3.01870 1.16856 -2.41145
C 1.10891 -5.40394 -2.35730
C -4.37032 -4.19190 -3.20196
C -4.42390 -4.85308 -5.68631
C 4.92111 6.94106 4.58217
C -0.73841 -1.05869 -0.54605
C 6.01794 6.28615 5.39289
C -5.83351 1.45996 -1.19636
C -0.25393 -0.89283 -1.97025
C -4.74294 -5.27023 -4.24737
C 2.73314 0.40144 3.60224
C 1.41659 4.91339 4.27781
C -4.72814 0.35227 2.37549
C 1.46065 -5.87614 -0.96321
C 0.06820 -8.33536 -4.74286
C 4.63295 10.80784 5.04577
C -6.17754 0.33037 -2.14520
C 2.98995 1.66102 2.80334
H 4.05838 1.11245 -2.09569
H 6.10856 5.24261 5.09558
H 0.17239 -1.81677 -2.36478
H 2.93792 1.06416 -3.48947
H -1.54574 -1.79271 -0.51531
H 1.80032 5.47263 3.42882
H -0.71099 -9.09066 -4.82429
H -4.13736 -4.64440 -2.24036
H -3.39159 -2.74990 -4.35245
H -5.70889 -0.04788 2.61788
H 0.39903 4.57589 4.10218
H 2.77726 1.49109 1.75042
H 6.97618 6.78008 5.23960
H 0.05678 -1.39442 0.11689
H 3.32993 -0.41306 3.19140
H 4.34647 10.71967 6.09010
H -4.89543 1.94679 -1.46606
H -6.34026 0.73480 -3.14482
H 1.46439 5.51000 5.18672
H 5.16259 6.96143 3.51842
H -2.39263 -4.04342 -3.92380
H 0.66048 -6.46822 -0.52203
H -7.08336 -0.18110 -1.82085
H 2.35920 -6.49103 -0.98879
H -3.94854 -0.24065 2.84924
H 5.23782 11.69892 4.89334
H 1.67935 0.12658 3.55229
H -1.12116 -0.11460 -0.16311
H 1.04095 -8.80637 -4.63094
H -5.37402 -0.40565 -2.18984
H 0.17453 -4.83728 -2.36846
H 0.04958 -7.66463 -5.59711
H -6.61511 2.21571 -1.20174
H -1.08697 -0.60972 -2.61288
H -3.35973 -4.65336 -5.85719
H 2.99696 0.52835 4.65098
H 1.89383 -4.77021 -2.76373
H 5.78430 6.33067 6.45657
H -4.70731 -5.65595 -6.35960
H -3.26126 -6.50871 -3.89421
H 1.64535 -5.01440 -0.32361
H 2.56703 2.09442 -2.06535
H -5.17570 -3.47110 -3.07855
H -4.64387 1.39715 2.65939
H 4.02641 1.99009 2.88905
H 3.76419 10.81643 4.39412
H -5.82869 -5.34836 -4.17656
H -4.98239 -3.94825 -5.94455
H 3.99011 6.39854 4.70371

Cartesian forces (eV/Å) of the 2 atoms listed first:
-0.217 -0.069 0.054
-0.155 0.085 -0.116

Its net charge is +1. As for the energy: -110593.75723 eV. For the max |F|, the calculation gives 0.60 eV/Å. The LUMO energy comes out at -3.36 eV.



(3)
Entry from OMol25: a molecular structure, C18H49I2N4O11 at a distorted geometry (ωB97M-V with the def2-TZVPD basis set).

Element x y z (Å)
I 4.39507 -2.78771 -1.18732
I 1.06568 -2.16196 -2.01783
O -4.53996 0.19121 5.12802
O -1.38303 4.82451 -5.05893
O 5.08620 -1.73131 4.01145
O 8.32934 -3.08895 -0.25424
O -6.12318 0.39577 0.87613
O 4.50456 0.69122 -2.72044
O -4.71419 -0.85027 3.20690
O 6.13348 -6.81852 -0.30479
O -5.75699 -0.59738 -3.86574
O -7.19584 3.24586 -0.43211
O -1.41877 3.36478 -0.97646
N 0.35386 1.42304 1.66332
N -1.93818 0.83237 1.31228
N -0.20640 -0.32899 0.31674
N 1.48490 0.83078 1.18044
C 4.32894 1.82837 -1.88962
C 8.64369 -4.47443 -0.36793
C -5.12294 0.66688 -4.03479
C -8.50072 3.43495 0.10329
C -6.64001 -0.10442 -0.35827
C -2.05896 2.89316 -2.16512
C 5.55752 -7.33841 -1.49888
C 1.98996 -1.16783 -0.34865
C -0.63486 0.68371 1.13463
C -2.43436 1.89344 2.21454
C -3.98653 -0.20359 4.17017
C 5.79013 -2.96720 4.14005
C 3.27789 -1.39421 0.01321
C 3.93343 -0.70673 1.22100
C -2.45874 0.02226 4.04941
C -0.36345 5.60625 -4.44527
C 1.14731 -0.19647 0.40254
C -2.10328 1.49509 3.70848
H -2.68373 2.12661 4.41465
H -1.47454 2.07871 -2.60071
H -6.89559 2.37485 -0.15219
H -6.01310 -0.92201 -0.72003
H -1.03806 4.52149 -5.90525
H -6.13573 -0.33078 1.51082
H 8.44327 -4.98418 0.57694
H -5.54909 -1.12720 -4.64237
H -2.61054 0.21759 0.87190
H -4.16861 -1.51450 2.75064
H 6.18693 -8.13855 -1.89457
H 4.97074 1.75153 -1.00570
H -1.90110 2.83586 1.95218
H -8.85988 4.41540 -0.20177
H -3.06795 2.54497 -1.92907
H 0.52838 4.99298 -4.29008
H 4.55575 -7.72141 -1.28888
H -6.63503 0.69992 -1.09072
H 8.05201 -4.93057 -1.16427
H 5.61743 -3.55846 3.24267
H 4.20737 0.34529 0.99210
H -7.66395 -0.45599 -0.21644
H 2.42003 1.15864 1.38565
H -2.11989 3.71201 -2.87727
H -5.34507 1.28443 -3.16637
H 4.60565 2.71543 -2.45438
H -1.03749 1.65188 3.96328
H -5.50274 1.16039 -4.93194
H 4.25472 -0.08266 -2.20383
H -0.72670 5.96235 -3.48321
H 5.42408 -3.51763 5.00901
H 7.39298 -3.02172 -0.04167
H -4.04009 0.53623 -4.11620
H 5.25127 -1.22393 4.81321
H -8.46906 3.38720 1.19466
H 9.70061 -4.56804 -0.60833
H 6.18084 -7.54519 0.32529
H 3.22638 -0.66549 2.07697
H -2.03561 -0.24225 5.03893
H -0.11719 6.46368 -5.07564
H -9.17913 2.66866 -0.28083
H 5.49023 -6.53715 -2.23268
H -3.51424 2.07663 2.09022
H 0.28973 2.23125 2.26939
H 4.83632 -1.26111 1.53120
H 6.86027 -2.77901 4.24607
H 3.27978 1.91155 -1.58182
H -1.37612 2.62654 -0.36374
H -2.05605 -0.72954 3.33798

Cartesian forces (eV/Å) of the 2 atoms listed first:
0.017 0.764 1.101
0.052 0.787 0.965

Its net charge is +1. As for the energy: -64133.19904 eV. For the max |F|, the calculation gives 3.11 eV/Å. The LUMO energy comes out at -3.65 eV.



(4)
Entry from OMol25: a molecular structure, C18H49N4O6V at a distorted geometry (ωB97M-V with the def2-TZVPD basis set).

Element x y z (Å)
V -8.35834 -24.74381 -12.33084
O -11.52330 -26.67476 -11.37013
O -8.61754 -29.40849 -13.90760
O -9.67114 -24.59708 -13.25081
O -6.71723 -25.25073 -10.98754
O -4.60536 -25.98084 -14.71195
O -10.68914 -22.09946 -12.70121
N -7.72138 -22.54588 -12.41775
N -9.55609 -24.53902 -10.53079
N -7.32399 -25.13873 -14.29664
N -8.99150 -27.04450 -12.17282
C -3.24576 -25.90976 -15.23079
C -12.01962 -25.41410 -10.86036
C -8.94363 -29.51621 -12.47345
C -5.61209 -26.27493 -15.60104
C -10.88746 -24.81549 -9.94144
C -9.81149 -21.01047 -12.56222
C -7.56757 -20.28017 -11.72043
C -12.56685 -27.41834 -12.07891
C -9.08562 -30.52901 -14.67074
C -11.71874 -21.82054 -13.60480
C -8.97353 -28.44468 -10.21108
C -8.10953 -26.85928 -15.74715
C -8.48331 -28.32541 -11.60905
C -4.52209 -24.21628 -10.85960
C -6.97689 -26.43950 -14.87928
C -5.33848 -25.44843 -10.66193
C -11.45911 -23.53922 -9.28099
C -8.53157 -21.45222 -11.85514
H -5.73806 -25.47436 -16.32996
H -4.89905 -23.41675 -10.22184
H -10.16484 -30.61700 -14.54561
H -4.94951 -26.26968 -11.26388
H -12.54727 -23.51366 -9.22308
H -13.18360 -26.66182 -12.56408
H -7.61072 -22.29131 -13.38886
H -8.15824 -19.62086 -11.08443
H -8.85408 -21.80726 -10.87634
H -7.39732 -28.23788 -11.57645
H -8.98074 -24.75158 -9.72835
H -10.02983 -29.42893 -12.44811
H -9.68660 -20.64437 -13.58127
H -12.24500 -24.66144 -11.61589
H -6.40561 -24.93559 -13.92866
H -7.94516 -26.46116 -16.74844
H -5.40740 -25.66503 -9.59590
H -9.04541 -27.37904 -13.12428
H -2.79546 -26.79058 -15.68850
H -11.00741 -23.39496 -8.29952
H -11.41481 -21.35349 -14.54159
H -12.22038 -28.16054 -12.79808
H -8.14534 -27.90147 -16.06444
H -3.26933 -25.12313 -15.98495
H -8.68138 -31.44541 -14.24074
H -8.49125 -27.69714 -9.58124
H -5.22265 -27.11907 -16.17012
H -10.02815 -28.18177 -10.12881
H -4.26264 -23.74557 -11.80788
H -10.37354 -20.26384 -12.00120
H -3.56169 -24.41172 -10.38260
H -12.43647 -21.18014 -13.09210
H -2.47505 -25.57172 -14.53809
H -8.90300 -29.46374 -9.83081
H -6.67409 -20.45849 -11.12210
H -7.32057 -19.83253 -12.68310
H -13.19865 -27.99233 -11.40108
H -6.81166 -22.23504 -12.10811
H -12.12500 -22.79445 -13.87781
H -12.85146 -25.63865 -10.19274
H -10.80310 -25.61337 -9.20362
H -11.15067 -22.70488 -9.91093
H -6.89959 -27.11197 -14.02494
H -8.48890 -30.40712 -12.04033
H -7.28087 -24.54975 -15.11600
H -9.61288 -23.55230 -10.32280
H -9.87817 -26.93913 -11.70081
H -9.04319 -26.46788 -15.34320
H -8.83171 -30.48579 -15.72987

Cartesian forces (eV/Å) of the 2 atoms listed first:
2.058 -1.098 1.541
-1.885 -0.109 -0.420

The spin multiplicity is 3. The energy relative to the best compared isomer or geometry (same formula, charge and spin) is 0.816 eV. Its net charge is 0. As for the energy: -63388.97111 eV. As for the expectation value of S²: 2.014. For the max |F|, the calculation gives 3.40 eV/Å. The LUMO energy (spin up / spin down) comes out at 0.61 / 0.57 eV.



(5)
Entry from OMol25: 9 unconnected molecules or ions with the total composition C18H50BF4O15 at a distorted geometry (ωB97M-V with the def2-TZVPD basis set).

Element x y z (Å)
F 0.34438 0.07391 0.91266
F 1.26507 1.37974 -0.73675
F -0.77304 0.34974 -1.06268
F 1.13601 -0.97043 -0.99607
O 5.32004 1.18008 -0.57498
O -2.28479 -1.26874 2.97813
O -1.02685 2.42485 -2.90450
O -4.13365 -1.06660 0.85451
O 0.09581 -0.80231 4.91273
O -0.43098 -3.90290 -0.93377
O 1.36472 1.03090 3.19232
O 2.49532 3.96393 4.45314
O 2.75239 -1.63128 3.41620
O -1.57844 4.67578 -1.02071
O -2.77926 -3.79214 1.86936
O 2.80121 0.49437 -3.07400
O 0.10759 4.99908 -3.18345
O -1.67514 -3.85530 -5.13647
O -0.20830 2.95809 0.85959
C -3.01052 -3.28461 -3.25359
C -0.92180 5.13723 0.13376
C 0.02011 2.68167 -3.78113
C -1.91574 -2.75989 -4.20202
C -2.31314 -3.78161 0.54348
C -3.06465 -4.77739 -3.47535
C -2.63137 -4.86673 -4.93996
C -0.80638 -3.90992 0.41853
C 0.22660 4.25978 0.49466
C 2.52992 1.84566 3.21635
C 1.83396 -2.37444 4.18193
C 4.59104 0.31667 -1.45848
C -3.13432 -0.10185 1.06835
C 2.69281 2.53499 4.55993
C 1.19478 -1.60573 5.32902
C -2.60328 0.04287 2.49095
C 3.90912 1.15768 -2.53216
C -0.06967 4.12296 -4.24142
B 0.51682 0.18982 -0.50575
H -2.24915 -5.84731 -5.25975
H 3.81838 -0.21056 -0.88546
H 0.70425 4.27685 -4.99885
H -2.84888 -4.57043 0.01179
H -4.07467 -1.80245 1.47235
H -3.30268 0.59250 3.12671
H 1.04565 -2.79243 3.54616
H 3.66520 2.13412 -2.09260
H -1.00932 4.24611 -4.80275
H -1.61873 5.30497 0.96574
H 4.64049 1.39151 -3.31082
H -2.23827 -0.39532 0.51341
H -3.43060 0.88776 0.72112
H -2.34703 -5.35495 -2.89606
H 3.41318 1.22829 3.01057
H -1.64353 -1.10545 3.68346
H -2.36617 -2.04506 -4.89388
H -1.79304 3.75315 -0.81403
H -2.77898 -3.02351 -2.21906
H 5.26504 -0.41572 -1.91499
H 5.49699 0.68625 0.22970
H -2.58547 -2.85457 0.01956
H 0.42649 -0.08049 4.34598
H 2.26415 -0.90751 2.99193
H -0.46618 -4.82806 0.91453
H -2.59323 -2.94177 2.31738
H 0.11126 -3.13553 -1.13946
H -3.99106 -2.83845 -3.42712
H 2.49777 2.56744 2.39714
H 2.36682 0.08606 -2.31127
H -0.80817 1.63688 -2.38476
H -0.35250 -3.08297 0.97941
H 2.39828 -3.20064 4.62850
H 0.81069 -2.30485 6.07647
H 0.79085 4.68663 1.33939
H -4.06509 -5.21360 -3.42556
H 0.95378 4.16402 -0.32022
H 3.30184 4.38229 4.75887
H -0.57525 4.76314 -2.51893
H 0.14222 2.01788 -4.65038
H 0.91457 1.16055 2.34400
H 1.92804 2.15576 5.23925
H 0.35613 2.29031 0.43096
H -3.43675 -4.75194 -5.69510
H 3.71070 2.33769 4.89965
H 1.97266 -1.01056 5.83476
H -0.56074 6.15317 -0.05161
H 0.99377 2.57969 -3.28126
H -1.68164 0.61161 2.33959
H -1.00850 -2.44849 -3.71683

Cartesian forces (eV/Å) of the 2 atoms listed first:
0.231 -0.076 -0.460
0.122 -0.746 -0.137

Its net charge is -1. As for the energy: -61742.15397 eV. For the max |F|, the calculation gives 2.72 eV/Å. The LUMO energy comes out at 2.21 eV.